# 1
This record from the Open Molecules 2025 dataset describes a single C15H20N6OS2 molecule in a non-equilibrium geometry. The level of theory is wB97M-V/def2-TZVPD.

Each line ends with the natural charge from an NBO analysis.
Positions of all 44 atoms, in Å:
C  0.9410  1.5657  -1.9271  -0.42
N  0.5412  1.5904  -0.5501  -0.36
C  -0.7137  1.7243  -0.0363  0.18
N  -0.6784  1.6965  1.2725  -0.35
N  0.6003  1.5390  1.6407  -0.26
C  1.3329  1.4767  0.5657  0.29
C  2.7944  1.3060  0.5315  -0.55
H  3.2782  2.0379  -0.1151  0.24
H  3.1934  1.3733  1.5409  0.27
S  3.2272  -0.3602  -0.1332  0.28
C  4.9638  -0.2518  -0.0557  0.25
N  5.6237  -1.3314  -0.4541  -0.46
C  6.9395  -1.2740  -0.3924  0.09
C  7.6127  -0.1455  0.0629  -0.33
C  6.8175  0.9250  0.4429  0.09
N  5.4973  0.8800  0.3849  -0.49
H  7.2351  1.8552  0.8066  0.20
H  8.6871  -0.1041  0.1153  0.23
H  7.4628  -2.1630  -0.7197  0.20
S  -2.1317  1.8833  -1.0254  0.26
C  -3.4107  2.0564  0.2672  -0.61
H  -2.8916  2.0940  1.2217  0.28
C  -4.4461  0.9438  0.1521  0.67
O  -5.5367  1.1904  -0.3313  -0.63
N  -4.1130  -0.2804  0.6007  -0.43
C  -2.8487  -0.7100  1.1528  -0.24
H  -3.0597  -1.2673  2.0737  0.19
C  -2.1380  -1.6351  0.1618  -0.41
C  -3.0308  -2.8340  -0.1488  -0.40
C  -4.3894  -2.3519  -0.6529  -0.41
C  -5.0162  -1.3883  0.3548  -0.22
H  -5.2066  -1.9037  1.3024  0.19
H  -5.9527  -0.9789  -0.0262  0.25
H  -4.2637  -1.8325  -1.6051  0.20
H  -5.0598  -3.1975  -0.8120  0.21
H  -3.1686  -3.4266  0.7588  0.19
H  -2.5575  -3.4717  -0.8973  0.21
H  -1.9308  -1.0856  -0.7593  0.20
H  -1.1873  -1.9603  0.5864  0.21
H  -2.2156  0.1354  1.4151  0.25
H  -3.9209  2.9989  0.0682  0.26
H  1.5944  2.4132  -2.1444  0.21
H  0.0516  1.6298  -2.5513  0.23
H  1.4742  0.6384  -2.1423  0.23

Output
- SMILES: Cn1c(CSc2ncccn2)nnc1SCC(=O)N1CCCCC1
- Kohn-Sham gap: 9.01 eV
- E: -1783.75952 a.u.
- 2S+1: 1
- Energy relative to the best compared isomer or geometry (same formula, charge and spin): 0.4 kJ/mol
- HOMO energy: -0.3142 Eh
- Charge: 0
- Molar mass: 364.50 g mol⁻¹

# 2
This record from the Open Molecules 2025 dataset describes a molecular structure, C2H2FInO in a non-equilibrium geometry. The level of theory is wB97M-V/def2-TZVPD.

Each line ends with the Mulliken charge.
Positions of all 7 atoms, in Å:
O  -1.1030  -1.0514  0.1293  -0.16
C  -0.7860  -0.1738  -0.6960  0.69
C  0.3515  0.6630  -0.4274  0.00
H  0.0727  1.7196  -0.2983  0.32
F  1.3269  0.6163  -1.3850  -0.10
In  -0.5351  -1.7297  1.7735  1.14
H  0.6729  -0.0440  0.9040  0.11

Output
- Kohn-Sham gap (spin up / spin down): 7.27 / 8.06 eV
- E: -441.65173 a.u.
- 2S+1: 1
- Energy relative to the best compared isomer or geometry (same formula, charge and spin): 228.9 kJ/mol
- HOMO energy (spin up / spin down): -0.8054 / -0.8005 Eh
- Charge: +2
- Molar mass: 175.85 g mol⁻¹

# 3
This record from the Open Molecules 2025 dataset describes a molecular structure, C14H28BBeBr2Cl3FILiN3O7 in a non-equilibrium geometry. The level of theory is wB97M-V/def2-TZVPD.

Each line ends with the natural charge from an NBO analysis.
Positions of all 62 atoms, in Å:
N  1.7745  1.9672  -1.6644  -0.35
C  0.8423  2.0178  -2.2810  0.29
C  -0.4832  2.0235  -3.0339  -0.40
I  -0.9090  4.0413  -3.7093  0.20
C  -1.5575  1.4628  -2.0504  -0.66
C  -1.2764  -0.0026  -1.8029  0.31
N  -0.9340  -1.0634  -1.6479  -0.29
B  -3.0854  1.6344  -2.5532  1.02
N  -4.0850  2.4429  -1.9538  -1.17
O  -3.4627  0.8490  -3.7025  -0.89
H  -0.3369  1.3915  -3.9304  0.29
H  -1.4460  2.0059  -1.0890  0.27
H  -4.7074  2.9441  -2.6836  0.45
H  -3.7024  3.0845  -1.2600  0.39
H  -3.9140  0.0675  -3.3423  0.47
C  3.5367  1.6461  1.1433  -0.17
C  4.1752  0.2868  1.0480  0.45
O  4.4707  -0.0216  2.4045  -0.51
C  3.5304  0.6299  3.1475  0.97
O  3.3009  0.3977  4.2908  -0.57
O  2.8859  1.5731  2.4188  -0.50
F  5.3338  0.3384  0.3519  -0.32
H  4.2728  2.4480  1.1476  0.22
H  2.8229  1.8322  0.3435  0.26
H  3.5297  -0.4884  0.6298  0.17
Cl  0.1989  3.7962  5.1441  -0.05
C  1.9448  3.6542  5.4620  -0.41
C  2.6333  4.9982  5.4155  -0.39
Cl  2.6741  5.6694  3.7455  0.11
H  2.3658  2.9578  4.7374  0.25
H  2.0556  3.2205  6.4550  0.25
H  3.6682  4.9002  5.7420  0.24
H  2.1417  5.7279  6.0579  0.25
Be  0.9519  7.5882  3.6803  0.29
Br  -1.2049  -2.9070  -3.3675  -0.38
C  -6.7787  -3.1907  -1.6334  -0.63
C  -5.6146  -3.0290  -2.5978  0.09
C  -4.8502  -4.3283  -2.7700  -0.64
O  -4.7207  -2.0130  -2.1079  -0.79
H  -6.4232  -3.4866  -0.6418  0.20
H  -7.3131  -2.2447  -1.5109  0.21
H  -7.4826  -3.9434  -1.9892  0.23
H  -5.9858  -2.6899  -3.5662  0.19
H  -4.4293  -4.6616  -1.8168  0.21
H  -4.0125  -4.1922  -3.4556  0.25
H  -5.4981  -5.1151  -3.1593  0.22
H  -4.3817  -2.3041  -1.2510  0.48
C  0.9227  -5.9692  -2.7407  -0.25
O  -0.2100  -6.7908  -2.4838  -0.73
H  1.8018  -6.4399  -2.3029  0.17
H  1.0697  -5.8641  -3.8186  0.16
H  0.7763  -4.9863  -2.2893  0.18
H  -0.9714  -6.3530  -2.8800  0.47
Br  2.8595  4.2344  1.7466  -0.19
Li  -5.2070  0.3626  -1.7205  0.94
C  7.8293  -0.4020  3.8357  -0.25
O  6.7364  -1.2708  4.0934  -0.73
H  8.7284  -0.8399  4.2654  0.18
H  7.9681  -0.2823  2.7574  0.16
H  7.6502  0.5743  4.2963  0.15
H  5.9526  -0.8656  3.7056  0.47
Cl  -6.4213  2.9771  -3.2583  -0.82

Output
- Kohn-Sham gap: 1.41 eV
- E: -8214.24923 a.u.
- 2S+1: 1
- HOMO energy: -0.2537 Eh
- Charge: 0
- Molar mass: 789.23 g mol⁻¹

# 4
This record from the Open Molecules 2025 dataset describes a molecular structure, C41H41AsN2O5S3Zr in a non-equilibrium geometry. The level of theory is wB97M-V/def2-TZVPD.

Each line ends with the Mulliken charge.
Positions of all 94 atoms, in Å:
Zr  -2.2858  1.1633  0.4257  1.08
N  -4.6673  1.6848  -0.1477  -0.60
C  -4.8837  2.9625  0.6143  -0.45
C  -4.4458  2.6062  2.0286  0.34
O  -5.2360  2.5339  2.9363  -0.60
N  -3.1188  2.1993  2.0619  -0.27
C  -2.8338  1.2620  3.1753  -0.24
C  -2.5628  -0.1756  2.6438  0.78
O  -1.8409  -0.9752  3.1600  -0.55
O  -3.1800  -0.3544  1.4214  -0.68
H  -5.0487  0.9340  0.4381  0.30
H  -5.2498  1.6730  -0.9829  0.30
H  -4.2532  3.7412  0.1784  0.32
H  -5.9233  3.2812  0.6797  0.48
H  -1.9894  1.5965  3.7675  -0.04
H  -3.7217  1.1950  3.8148  0.65
C  -0.5167  -5.6084  -4.8778  -1.54
C  -0.5119  -4.4885  -3.8771  0.80
C  -0.8176  -3.1804  -4.2718  -1.04
C  -0.8400  -2.1434  -3.3624  -0.26
C  -0.5506  -2.4248  -2.0296  0.29
C  -0.2690  -3.7137  -1.6015  -0.31
C  -0.2393  -4.7378  -2.5393  -0.98
S  -0.5250  -1.2081  -0.7669  0.83
O  -1.7189  -0.2361  -1.1110  -0.03
C  0.9009  -0.2664  -1.2644  1.57
C  0.8306  0.6125  -2.3727  -1.02
C  1.9342  1.3279  -2.7110  -0.92
C  3.1499  1.2006  -1.9801  0.75
C  4.2933  1.9630  -2.3179  -1.32
C  5.4477  1.8273  -1.6036  -0.64
C  5.5141  0.9217  -0.5199  -1.07
C  4.4236  0.1828  -0.1652  -0.91
C  3.2117  0.3097  -0.8898  1.10
C  2.0365  -0.4138  -0.5208  -0.03
C  2.0090  -1.2334  0.7198  -0.28
C  2.4397  -2.5870  0.6946  0.42
C  2.9945  -3.1745  -0.4776  -0.75
C  3.3806  -4.4800  -0.4692  -0.93
C  3.2267  -5.2679  0.6995  -0.72
C  2.7075  -4.7265  1.8366  -1.08
C  2.3096  -3.3648  1.8639  0.88
C  1.7924  -2.7705  3.0422  -1.46
C  1.4101  -1.4643  3.0687  -0.57
C  1.5070  -0.6954  1.8814  1.36
S  1.0914  1.0237  1.7705  0.86
O  -0.4020  1.1375  1.2617  -0.53
C  1.1615  1.6890  3.3669  0.77
C  2.1854  2.6256  3.5033  -0.85
C  2.4182  3.1970  4.7475  -1.00
C  1.6308  2.8663  5.8398  0.89
C  1.8716  3.4876  7.1833  -1.45
C  0.5928  1.9377  5.6721  -1.14
C  0.3556  1.3368  4.4571  -0.77
H  -0.3420  -5.2417  -5.8869  0.40
H  -1.4827  -6.1154  -4.8707  0.31
H  0.2443  -6.3486  -4.6396  0.41
H  -1.0395  -2.9817  -5.3121  0.44
H  -1.0801  -1.1411  -3.6869  0.34
H  -0.0769  -3.9243  -0.5579  0.59
H  -0.0139  -5.7457  -2.2170  0.45
H  -0.0847  0.7070  -2.9366  -0.12
H  1.9054  2.0112  -3.5501  0.51
H  4.2404  2.6543  -3.1480  0.49
H  6.3184  2.4121  -1.8635  0.45
H  6.4411  0.8118  0.0249  0.47
H  4.4849  -0.5091  0.6647  0.59
H  3.1106  -2.5781  -1.3733  0.55
H  3.8099  -4.9231  -1.3573  0.49
H  3.5331  -6.3048  0.6870  0.46
H  2.6016  -5.3223  2.7329  0.50
H  1.7134  -3.3713  3.9383  0.48
H  1.0485  -1.0360  3.9840  0.44
H  2.7894  2.9070  2.6516  0.59
H  3.2171  3.9169  4.8611  0.37
H  2.7688  4.1016  7.1853  0.38
H  1.9763  2.7184  7.9486  0.37
H  1.0280  4.1171  7.4691  0.33
H  -0.0298  1.6821  6.5199  0.48
H  -0.4244  0.6003  4.3497  0.87
C  -1.9333  2.4336  -4.5781  -1.17
As  -2.9789  2.3303  -2.9944  1.03
C  -4.3288  3.6447  -3.2887  -1.15
C  -3.8443  0.6204  -3.1526  -1.26
S  -1.7940  3.0501  -1.3235  -0.55
H  -2.6198  2.3643  -5.4245  0.44
H  -1.2102  1.6218  -4.6272  0.34
H  -1.4158  3.3929  -4.5984  0.43
H  -4.9204  3.3457  -4.1545  0.46
H  -3.8210  4.5889  -3.4888  0.40
H  -4.9646  3.7714  -2.4148  0.36
H  -3.2562  0.0464  -3.8655  0.47
H  -4.8248  0.8520  -3.5693  0.58
H  -3.9398  0.0522  -2.2315  0.24

Output
- Kohn-Sham gap: 7.80 eV
- E: -5549.75292 a.u.
- 2S+1: 1
- Energy relative to the best compared isomer or geometry (same formula, charge and spin): 48.1 kJ/mol
- HOMO energy: -0.4837 Eh
- Charge: +2
- Molar mass: 904.14 g mol⁻¹